Entry 1:
Below is a 2-piece molecular cluster, C4H12N2OS overall in a non-equilibrium geometry, with properties calculated with the ωB97M-V functional and the def2-TZVPD basis.

Summary:
- Energy above the lowest of the compared OMol25 structures with the same formula, charge and spin: 7.08 kcal/mol
- Total charge: +2
- Molar mass: 136.220 g mol⁻¹
- Gap between HOMO and LUMO: 8.3006 eV
- Total energy: -741.79368 Eh

Positions of all 20 atoms, in Å:
1 C -1.2570 0.0154 -0.3234
2 C -1.6684 1.2719 -0.5997
3 C -2.3689 -2.3048 0.4792
4 C 2.6818 1.6966 0.1098
5 N -2.4640 -0.9778 -0.2612
6 N 2.2906 0.2756 0.0302
7 O -0.1438 -0.4211 -0.1296
8 S -1.8852 2.6645 0.2338
9 H -1.2643 -2.5385 0.3349
10 H -2.5403 -2.3511 1.5836
11 H -2.9660 -3.0158 0.1048
12 H 2.0385 2.3526 -0.6768
13 H 2.3838 1.9701 1.1840
14 H 3.6817 1.9475 0.0150
15 H -3.2597 -0.6004 0.2487
16 H -2.8842 -1.2026 -1.2110
17 H 2.9436 -0.2663 0.5313
18 H 1.3569 0.0945 0.2425
19 H 2.3901 0.0757 -0.9897
20 H -2.4216 3.4277 -0.6520

Atoms 1-2, force components in eV/Å:
-0.07 -1.22 1.43
-1.07 2.73 0.14

natural (NBO) atomic charge list, values in e, 6 entries:
1. C 0.54
2. C -0.24
3. C -0.43
4. C -0.44
5. N -0.59
6. N -0.66

***

Entry 2:
Below is a 2-piece molecular cluster, C4H12N2S overall in a non-equilibrium geometry, with properties calculated with the ωB97M-V functional and the def2-TZVPD basis.

Summary:
- Energy above the lowest of the compared OMol25 structures with the same formula, charge and spin: 14.72 kcal/mol
- Total charge: 0
- Molar mass: 120.221 g mol⁻¹
- Gap between HOMO and LUMO: 9.3024 eV
- SMILES: [H]/N=C/N.CCSC
- Total energy: -667.27143 Eh

Positions of all 19 atoms, in Å:
1 H 2.4792 -0.7423 -1.2220
2 N 1.9160 0.1081 -1.1918
3 C 0.9226 -0.1777 -1.9805
4 N 0.2706 0.8438 -2.6879
5 H 0.5756 -1.1940 -2.1929
6 H 0.5011 1.7565 -2.3439
7 H -0.6547 0.6415 -3.0275
8 C -1.1828 1.6715 0.8919
9 C -0.6149 0.4917 1.6894
10 S -1.3271 -1.0848 1.0365
11 C 0.2002 -2.1247 1.1436
12 H -0.9184 2.6694 1.2990
13 H -2.3377 1.5971 0.8439
14 H -0.8185 1.6177 -0.1123
15 H -0.8705 0.5360 2.7722
16 H 0.4917 0.4215 1.5838
17 H 1.0313 -1.5905 0.7617
18 H 0.3103 -2.3593 2.2159
19 H 0.0259 -3.0816 0.5210

Atoms 1-2, force components in eV/Å:
-0.02 -0.07 1.08
-0.84 -0.70 -1.79

natural (NBO) atomic charge list, values in e, 6 entries:
1. H 0.34
2. N -0.75
3. C 0.29
4. N -0.82
5. H 0.15
6. H 0.40

***

Entry 3:
Below is a 2-piece molecular cluster, C4H12N2S overall, with properties calculated with the ωB97M-V functional and the def2-TZVPD basis.

Summary:
- Energy above the lowest of the compared OMol25 structures with the same formula, charge and spin: 15.98 kcal/mol
- Total charge: 0
- Molar mass: 120.221 g mol⁻¹
- Gap between HOMO and LUMO: 8.4351 eV
- SMILES: N/C=C/N.CCS
- Total energy: -667.26942 Eh

Positions of all 19 atoms, in Å:
1 N -2.0183 0.2285 -2.5150
2 C -0.7533 0.4968 -1.9343
3 C 0.1743 -0.4148 -1.6719
4 N 1.4324 -0.1211 -1.0995
5 H -2.6597 0.9908 -2.3571
6 H -2.4470 -0.6237 -2.1775
7 H -0.4981 1.5427 -1.8324
8 H -0.0272 -1.4717 -1.7818
9 H 1.7279 0.8275 -1.2840
10 H 2.1566 -0.7612 -1.3882
11 C 1.2773 -0.1934 2.3594
12 C -0.1735 -0.4778 2.0198
13 S -1.1768 1.0303 1.8503
14 H 1.3468 0.3397 3.3060
15 H 1.7211 0.4182 1.5826
16 H 1.8668 -1.1024 2.4560
17 H -0.6960 -1.0316 2.7975
18 H -0.2750 -1.0428 1.0916
19 H -0.9782 1.3661 0.5784

Atoms 1-2, force components in eV/Å:
-0.02 0.16 0.20
0.00 -0.24 -0.43

natural (NBO) atomic charge list, values in e, 6 entries:
1. N -0.82
2. C -0.10
3. C -0.09
4. N -0.83
5. H 0.37
6. H 0.37

***

Entry 4:
Below is one molecule with the formula C4H12N2S in a non-equilibrium geometry, with properties calculated with the ωB97M-V functional and the def2-TZVPD basis.

Summary:
- Energy above the lowest of the compared OMol25 structures with the same formula, charge and spin: 29.95 kcal/mol
- Total charge: 0
- Molar mass: 120.221 g mol⁻¹
- Gap between HOMO and LUMO: 9.8168 eV
- SMILES: NC[C@@H](N)CCS
- Total energy: -667.24715 Eh

Positions of all 19 atoms, in Å:
1 N 1.3735 0.9198 -2.6370
2 C 0.3855 0.6189 -1.6283
3 C 0.9278 0.3224 -0.1200
4 N 2.1227 1.1552 0.1495
5 C -0.2570 0.6812 0.8570
6 C -1.7123 -0.0635 0.8915
7 S -1.5776 -1.8571 1.2403
8 H 1.7495 0.1053 -3.0343
9 H 2.1818 1.2348 -2.1084
10 H -0.1855 -0.2968 -1.8599
11 H -0.2804 1.4479 -1.6242
12 H 1.2585 -0.7761 0.0180
13 H 2.9958 0.6991 -0.0092
14 H 2.1154 2.1350 0.1676
15 H 0.1742 0.8492 1.8832
16 H -0.5328 1.7028 0.5489
17 H -2.1130 0.2567 1.7949
18 H -2.3224 0.3391 0.0233
19 H -0.3372 -1.8636 1.7657

Atoms 1-2, force components in eV/Å:
0.49 0.69 0.81
0.27 -2.15 1.31

natural (NBO) atomic charge list, values in e, 6 entries:
1. N -0.82
2. C -0.24
3. C -0.05
4. N -0.89
5. C -0.42
6. C -0.52

***

Entry 5:
Below is a 2-piece molecular cluster, C4H12N2S overall, with properties calculated with the ωB97M-V functional and the def2-TZVPD basis.

Summary:
- Energy above the lowest of the compared OMol25 structures with the same formula, charge and spin: 3.18 kcal/mol
- Total charge: 0
- Molar mass: 120.221 g mol⁻¹
- Gap between HOMO and LUMO: 9.2890 eV
- SMILES: [H]/N=C/N.CCSC
- Total energy: -667.28981 Eh

Positions of all 19 atoms, in Å:
1 H 1.3452 2.3835 -0.2408
2 N 2.1364 1.8550 -0.5902
3 C 2.7981 1.3846 0.3773
4 N 3.8903 0.5763 0.2089
5 H 2.6131 1.6266 1.4263
6 H 4.1127 -0.0340 0.9748
7 H 4.0721 0.2257 -0.7164
8 C -3.4067 -0.3197 0.8871
9 C -2.3694 -0.6022 -0.1982
10 S -0.7032 -0.3862 0.4853
11 C 0.2431 -1.0353 -0.9185
12 H -4.4063 -0.2097 0.4495
13 H -3.1885 0.6190 1.3910
14 H -3.4293 -1.1076 1.6311
15 H -2.4788 0.1246 -1.0050
16 H -2.4956 -1.6169 -0.5629
17 H 0.2842 -2.1194 -0.8797
18 H -0.2575 -0.7510 -1.8396
19 H 1.2400 -0.6134 -0.8801

Atoms 1-2, force components in eV/Å:
0.06 0.22 -0.06
-0.27 -0.13 -0.25

natural (NBO) atomic charge list, values in e, 6 entries:
1. H 0.35
2. N -0.72
3. C 0.28
4. N -0.82
5. H 0.15
6. H 0.39

***

Q: Which value of energy above the lowest of the compared OMol25 structures with the same formula, charge and spin does entry 3 give?
A: 15.98 kcal/mol

***

Q: Which value of gap between HOMO and LUMO does entry 3 give?
A: 8.4351 eV